DFT (ωB97M-V with the def2-TZVPD basis set) results for a molecular structure, H26HeO13 in a non-equilibrium geometry.

Calculated values
Kohn-Sham gap = 9.231 eV
charge = 0
HOMO energy = -10.0 eV
E = -27119.92058 eV

CARTESIAN COORDINATES (ANGSTROEM)
1 He -0.282112 0.013596 0.308422
2 O 0.259898 3.527206 -1.351868
3 H -0.448362 3.276536 -0.758778
4 H 0.841668 2.767216 -1.365658
5 O 1.864418 -2.432194 0.377442
6 H 2.526208 -3.072484 0.638792
7 H 2.332588 -1.597534 0.357842
8 O 1.985578 1.450606 -1.737458
9 H 2.412468 1.089536 -0.960528
10 H 2.613348 2.085126 -2.083178
11 O 2.922698 0.194106 0.596622
12 H 2.619458 0.632286 1.391772
13 H 3.860978 0.066066 0.736102
14 O -3.322962 -1.476154 0.203752
15 H -2.492662 -1.926694 0.049322
16 H -3.322312 -1.286684 1.142011
17 O 1.131008 1.397356 2.388422
18 H 1.108708 0.478156 2.654502
19 H 1.930008 1.743056 2.786301
20 O -2.086622 1.962306 2.750722
21 H -1.982802 2.064666 1.804691
22 H -1.198682 2.040816 3.099482
23 O -2.685102 0.540936 -1.840088
24 H -3.400672 0.492686 -2.474018
25 H -2.937102 -0.069074 -1.146828
26 O -0.136392 -0.456354 -2.587548
27 H -0.980112 -0.162594 -2.243928
28 H 0.481658 0.223836 -2.320008
29 O -0.071472 -3.088934 -3.203388
30 H -0.127762 -2.175664 -2.922328
31 H 0.770658 -3.392804 -2.864688
32 O -0.917612 -2.929064 -0.008779
33 H -0.970662 -3.200364 0.907641
34 H -0.049862 -2.533754 -0.092188
35 O -2.103252 2.591416 -0.060878
36 H -2.382372 1.961196 -0.725058
37 H -2.756332 3.289926 -0.103358
38 O 1.351378 -1.186124 3.037991
39 H 1.373288 -1.839334 2.338661
40 H 2.269218 -1.062824 3.280072

Cartesian forces (eV/Å) of the 6 atoms listed first:
He 0.0 0.0 0.0
O 0.1 0.7 -0.2
H -0.5 -0.1 0.2
H 0.1 -0.3 0.0
O -0.2 -0.4 0.4
H 0.1 -0.4 -0.1

Which charges does natural (NBO) predict for the atoms? In e, they are: number 1, He, carries 0.001; number 2, O, carries -0.993; number 3, H, carries 0.484; number 4, H, carries 0.473; number 5, O, carries -0.977; number 6, H, carries 0.479; number 7, H, carries 0.499; number 8, O, carries -0.969; number 9, H, carries 0.498; number 10, H, carries 0.485; number 11, O, carries -0.969; number 12, H, carries 0.496; number 13, H, carries 0.480; number 14, O, carries -0.982; number 15, H, carries 0.500; number 16, H, carries 0.477; number 17, O, carries -0.952; number 18, H, carries 0.490; number 19, H, carries 0.454; number 20, O, carries -0.973; number 21, H, carries 0.491; number 22, H, carries 0.470; number 23, O, carries -0.983; number 24, H, carries 0.492; number 25, H, carries 0.512; number 26, O, carries -0.990; number 27, H, carries 0.494; number 28, H, carries 0.497; number 29, O, carries -0.967; number 30, H, carries 0.493; number 31, H, carries 0.451; number 32, O, carries -0.951; number 33, H, carries 0.463; number 34, H, carries 0.501; number 35, O, carries -0.982; number 36, H, carries 0.505; number 37, H, carries 0.481; number 38, O, carries -0.944; number 39, H, carries 0.499; number 40, H, carries 0.466